[1]
29
Properties=species:S:1:pos:R:3 method="wB97M-V/def2-TZVPD" charge=0 gap_ev="4.669 / 7.963" multiplicity=1 e_tot_ha=-612.44421 e_above_lowest_kcal_mol=88.8 e_homo_ha="-0.18667 / -0.26419" largest_force_ha_per_bohr=0.0397
C 2.499 -1.686 -1.134
C -1.574 1.284 1.789
C -0.517 0.620 2.691
C 1.086 0.266 -1.625
C -0.827 1.686 0.508
C 1.432 1.231 -0.408
C 0.725 0.681 1.887
C 1.211 -1.173 -1.330
C -1.116 -1.882 -1.722
N 0.528 1.210 0.678
N 0.084 -1.908 -0.910
O 2.545 -3.028 -0.774
O 3.556 -1.062 -1.260
H -2.376 0.587 1.559
H -2.015 2.154 2.272
H -0.406 1.141 3.647
H -0.782 -0.416 2.926
H 0.099 0.525 -2.003
H 1.835 0.535 -2.370
H -1.272 1.225 -0.377
H -0.820 2.771 0.356
H 2.430 0.952 -0.071
H 1.454 2.238 -0.834
H 1.666 0.242 2.153
H -1.569 -0.890 -1.687
H -0.935 -2.136 -2.774
H -1.832 -2.591 -1.312
H 0.370 -2.854 -0.692
H 3.480 -3.259 -0.704

---

[2]
94
Properties=species:S:1:pos:R:3 method="wB97M-V/def2-TZVPD" charge=-2 gap_ev=1.116 multiplicity=1 e_tot_ha=-3280.60524 e_homo_ha=0.07341 largest_force_ha_per_bohr=0.0948
C 3.929 2.866 2.850
C 3.729 3.884 1.607
O 4.448 4.910 1.602
O 2.805 3.543 0.589
C 1.466 4.111 0.893
C 0.817 4.457 -0.538
C -0.781 4.530 -0.475
C -1.486 3.071 -0.304
C -0.883 1.966 -1.288
C -1.750 0.606 -1.361
N -2.957 1.069 -2.077
C -1.236 -0.563 -2.376
O -1.370 -0.643 -3.616
N -0.579 -1.598 -1.555
C -0.597 -1.311 -0.064
C -0.900 -2.814 0.494
Cl 0.344 -4.063 -0.124
C -1.047 -2.875 2.093
C 0.030 -3.853 2.814
Cl -2.706 -3.539 2.641
C 0.839 -0.699 0.327
F 1.590 -1.558 1.222
F 0.734 0.543 1.077
C 1.813 -0.360 -0.881
C 2.748 -1.549 -1.398
Si 4.575 -1.470 -0.786
C 5.579 -2.559 -2.052
C 5.307 0.295 -0.855
C 4.682 -2.313 0.927
C 4.469 -3.874 0.990
C 4.501 -4.605 2.366
C 4.749 -3.733 3.617
C 5.001 -2.184 3.550
C 4.968 -1.444 2.182
C -1.881 -0.301 -0.024
F -2.070 0.447 1.225
C -3.357 -0.976 -0.133
C -4.529 -0.007 0.457
C -4.977 -0.433 1.949
C -6.367 -1.271 1.836
O -6.285 -2.383 0.915
H 2.896 2.447 3.087
H 4.384 3.430 3.746
H 4.635 2.015 2.516
H 1.636 5.038 1.541
H 0.895 3.290 1.450
H 1.188 5.518 -0.799
H 1.206 3.738 -1.330
H -1.115 5.192 0.409
H -1.202 5.060 -1.412
H -2.605 3.263 -0.420
H -1.332 2.793 0.808
H 0.209 1.814 -1.006
H -0.894 2.431 -2.344
H -3.489 0.330 -2.542
H -3.537 1.726 -1.549
H -1.147 -2.428 -1.826
H -1.885 -3.233 0.066
H -0.984 -1.834 2.589
H -0.209 -4.954 2.659
H 1.107 -3.626 2.524
H -0.067 -3.616 3.940
H 2.532 0.454 -0.476
H 1.321 0.120 -1.791
H 2.808 -1.448 -2.550
H 2.384 -2.606 -1.194
H 6.585 -2.080 -2.297
H 4.958 -2.614 -3.027
H 5.681 -3.647 -1.682
H 6.453 0.235 -0.806
H 5.045 0.717 -1.899
H 4.855 1.010 -0.089
H 4.281 -4.450 0.015
H 4.338 -5.734 2.405
H 4.751 -4.214 4.645
H 5.189 -1.577 4.504
H 5.145 -0.321 2.083
H -3.453 -1.918 0.534
H -3.596 -1.346 -1.194
H -5.443 -0.233 -0.214
H -4.312 1.098 0.329
H -5.250 0.546 2.493
H -4.172 -1.012 2.517
H -7.129 -0.529 1.395
H -6.768 -1.581 2.859
H -6.186 -3.238 1.380
O -5.046 3.159 -6.520
C -4.798 2.635 -5.306
C -5.972 3.029 -4.285
O -5.717 2.517 -3.065
H -3.857 2.951 -4.808
H -4.717 1.529 -5.247
H -6.910 2.700 -4.778
H -6.063 4.133 -4.355

---

[3]
13
Properties=species:S:1:pos:R:3 method="wB97M-V/def2-TZVPD" charge=+1 gap_ev=8.603 multiplicity=1 e_tot_ha=-356.93956 e_above_lowest_kcal_mol=136.3 e_homo_ha=-0.51360 largest_force_ha_per_bohr=0.0860
H 1.776 -0.486 -0.953
N 0.862 -0.561 -0.524
N 0.245 0.293 0.211
C 1.041 1.324 0.728
C -1.077 0.207 0.306
C -1.512 -0.935 -0.308
N -0.632 -1.750 -0.768
O -0.325 -2.633 -1.451
H 1.254 2.069 0.000
H 0.672 1.993 1.399
H 1.952 1.031 1.079
H -1.807 0.859 0.770
H -2.448 -1.411 -0.491

---

[4]
9
Properties=species:S:1:pos:R:3 method="wB97M-V/def2-TZVPD" charge=0 gap_ev=10.102 multiplicity=1 e_tot_ha=-259.40250 e_above_lowest_kcal_mol=98.8 e_homo_ha=-0.33637 largest_force_ha_per_bohr=0.0862
C -1.076 -0.138 -0.813
N 3.661 0.875 0.066
N 2.849 0.071 0.237
N -0.259 0.189 0.086
N 2.041 -0.838 0.392
H -1.693 0.593 -1.126
H -0.845 -1.023 -1.322
H -0.479 1.140 0.512
H 1.163 -0.776 0.832

---

What did the fourth record say?
9
Properties=species:S:1:pos:R:3 method="wB97M-V/def2-TZVPD" charge=0 gap_ev=10.102 multiplicity=1 e_tot_ha=-259.40250 e_above_lowest_kcal_mol=98.8 e_homo_ha=-0.33637 largest_force_ha_per_bohr=0.0862
C -1.076 -0.138 -0.813
N 3.661 0.875 0.066
N 2.849 0.071 0.237
N -0.259 0.189 0.086
N 2.041 -0.838 0.392
H -1.693 0.593 -1.126
H -0.845 -1.023 -1.322
H -0.479 1.140 0.512
H 1.163 -0.776 0.832

---

What did the first record say?
29
Properties=species:S:1:pos:R:3 method="wB97M-V/def2-TZVPD" charge=0 gap_ev="4.669 / 7.963" multiplicity=1 e_tot_ha=-612.44421 e_above_lowest_kcal_mol=88.8 e_homo_ha="-0.18667 / -0.26419" largest_force_ha_per_bohr=0.0397
C 2.499 -1.686 -1.134
C -1.574 1.284 1.789
C -0.517 0.620 2.691
C 1.086 0.266 -1.625
C -0.827 1.686 0.508
C 1.432 1.231 -0.408
C 0.725 0.681 1.887
C 1.211 -1.173 -1.330
C -1.116 -1.882 -1.722
N 0.528 1.210 0.678
N 0.084 -1.908 -0.910
O 2.545 -3.028 -0.774
O 3.556 -1.062 -1.260
H -2.376 0.587 1.559
H -2.015 2.154 2.272
H -0.406 1.141 3.647
H -0.782 -0.416 2.926
H 0.099 0.525 -2.003
H 1.835 0.535 -2.370
H -1.272 1.225 -0.377
H -0.820 2.771 0.356
H 2.430 0.952 -0.071
H 1.454 2.238 -0.834
H 1.666 0.242 2.153
H -1.569 -0.890 -1.687
H -0.935 -2.136 -2.774
H -1.832 -2.591 -1.312
H 0.370 -2.854 -0.692
H 3.480 -3.259 -0.704